{"formula": "C21H21IrN5O2S", "method": "ωB97M-V/def2-TZVPD", "symbols": ["N", "C", "C", "H", "H", "H", "N", "C", "C", "H", "H", "H", "N", "C", "C", "H", "H", "H", "Ir", "C", "O", "C", "O", "C", "C", "C", "C", "C", "C", "H", "H", "H", "H", "H", "H", "N", "C", "N", "C", "C", "C", "C", "C", "C", "S", "H", "H", "H", "H", "H", "H"], "coordinates": [[-0.089371, 1.795192, -0.079420], [0.101805, 2.823841, -0.621311], [0.336156, 4.248661, -0.844822], [-0.592092, 4.809695, -0.988466], [0.969836, 4.437426, -1.718068], [0.847778, 4.572049, 0.057799], [2.553243, -2.186852, -0.949500], [3.467518, -2.705840, -1.440617], [4.704416, -3.395899, -1.783835], [5.245400, -2.832461, -2.565303], [4.478370, -4.408615, -2.163919], [5.373690, -3.544671, -0.907940], [-2.261449, -0.965292, -0.415971], [-3.068897, -1.767222, -0.756080], [-4.217235, -2.637112, -0.889655], [-4.032786, -3.509233, -0.268007], [-4.348380, -2.941153, -1.931276], [-5.094111, -2.083034, -0.560336], [0.894374, -0.871214, -0.810391], [0.389710, -2.255829, 0.385615], [0.268731, -3.255346, 0.954808], [1.994510, -0.156202, 0.592370], [2.835676, 0.251437, 1.266470], [1.042158, 0.711924, -2.330186], [-0.355340, 0.769143, -2.176142], [-1.082059, -0.378974, -2.189703], [-0.473762, -1.614091, -2.422645], [0.844640, -1.637883, -2.902647], [1.615071, -0.461337, -2.862726], [1.626600, 1.630284, -2.220082], [-0.892191, 1.704213, -2.072060], [-2.154650, -0.292449, -2.027142], [-1.072996, -2.522932, -2.352408], [1.266500, -2.551503, -3.321085], [2.627430, -0.468947, -3.269627], [-2.117191, -1.838160, 2.111077], [-1.674930, -0.585180, 2.313713], [-0.603130, -0.002283, 1.805799], [-0.452668, 1.267624, 2.324055], [0.621224, 2.209495, 2.261417], [0.689174, 3.317322, 3.135416], [-0.446645, 3.683184, 3.860643], [-1.529747, 2.813927, 3.927641], [-1.522294, 1.631733, 3.180048], [-2.716081, 0.319923, 3.364889], [-2.686153, -2.213408, 2.903472], [-1.535695, -2.529418, 1.572935], [1.479413, 2.132730, 1.609116], [1.618328, 3.897719, 3.248466], [-0.493297, 4.625025, 4.401283], [-2.378606, 2.959969, 4.564358]], "forces_ev_per_angstrom": [[0.500, 3.148, -1.743], [-0.531, -0.820, 3.069], [0.097, -0.158, -0.798], [0.001, -0.212, 0.117], [0.001, -0.041, 0.162], [0.121, 0.358, 0.028], [3.083, -2.053, -1.396], [0.099, -0.041, 1.761], [0.371, -0.434, -0.561], [-0.189, -0.249, 0.315], [-0.036, 0.436, 0.008], [-0.619, 0.424, -0.298], [-3.475, -3.660, 0.481], [1.733, 2.853, 2.329], [0.265, -0.197, -0.656], [-0.258, -0.228, 0.016], [-0.123, -0.098, 0.111], [-0.115, -0.060, 0.050], [0.745, 0.091, 1.854], [-2.695, -4.115, 2.478], [0.989, 1.766, -1.011], [3.831, 3.010, 3.159], [-1.951, -1.425, -1.650], [-0.151, 1.778, -1.980], [1.354, 2.476, -1.543], [-2.490, -1.725, -1.920], [-1.336, -0.374, -1.705], [-0.405, -0.646, -1.275], [0.435, 0.643, -0.977], [-0.024, -0.528, -0.282], [0.136, -0.630, -0.571], [1.023, 0.283, -1.321], [0.321, 0.177, -0.217], [-0.079, 0.142, 0.355], [-0.150, 0.093, 0.450], [1.423, -0.076, 1.158], [-0.879, -1.753, -0.220], [1.133, 1.509, 0.574], [-1.035, -1.866, 0.202], [1.128, -0.100, 0.205], [-0.739, 0.337, 0.470], [0.588, 0.596, 0.115], [-0.525, -0.123, -0.084], [-1.552, -1.795, 0.619], [1.419, 2.755, 0.238], [0.207, 0.010, -1.184], [-0.875, 0.911, 0.732], [-0.178, -0.554, 0.136], [-0.499, -0.236, -0.363], [0.160, -0.159, 0.115], [-0.253, 0.559, 0.449]], "mulliken_charge": [-0.42, 0.69, -1.19, 0.36, 0.35, 0.37, -0.37, 0.53, -1.15, 0.35, 0.34, 0.34, -0.57, 0.74, -1.17, 0.35, 0.36, 0.36, 2.66, -0.17, -0.39, -0.12, -0.32, -0.62, -0.35, 0.00, -0.93, -0.75, -0.54, 0.59, 0.67, 0.69, 0.57, 0.57, 0.54, -0.08, 0.33, 0.06, 0.54, -0.11, -0.99, -0.67, -0.36, 0.31, -0.03, 0.37, 0.15, 0.58, 0.49, 0.51, 0.52], "charge": 4, "s2": 8.80, "multiplicity": 6, "relative_energy_kj_mol": 316.3}


{"formula": "C21H21IrN7O6S2", "method": "ωB97M-V/def2-TZVPD", "symbols": ["Ir", "C", "C", "C", "O", "C", "O", "O", "H", "H", "H", "H", "H", "H", "H", "N", "C", "C", "N", "C", "C", "N", "C", "C", "N", "H", "H", "H", "H", "H", "H", "O", "C", "N", "S", "O", "O", "C", "C", "C", "C", "C", "C", "H", "H", "H", "H", "S", "C", "N", "C", "C", "C", "N", "H", "H", "H", "H"], "coordinates": [[-0.992828, -0.238247, 0.736943], [-1.799362, 3.622713, 0.473126], [-2.590307, 2.497113, 1.023423], [-3.937015, 2.704194, 1.612623], [-1.798481, 1.539973, 1.698618], [-3.360908, 0.734756, -1.078145], [-4.004700, 1.530969, -1.588131], [-2.727807, -0.153669, -0.623125], [-1.740064, 4.431315, 1.213397], [-2.271714, 4.035953, -0.418080], [-0.778627, 3.320562, 0.251522], [-3.861258, 3.250995, 2.562418], [-4.462546, 1.764772, 1.804573], [-4.548877, 3.305736, 0.942227], [-2.334590, 1.102500, 2.383875], [0.603468, -3.273904, -1.422328], [0.018181, -4.108570, -0.502748], [-0.638408, -3.319248, 0.389720], [-0.440795, -2.015828, 0.008989], [0.322688, -2.017089, -1.075217], [0.687547, -0.705465, -1.543186], [0.178474, 0.313609, -0.854297], [0.653572, 1.466028, -1.432960], [1.449438, 1.124221, -2.479851], [1.454673, -0.249557, -2.535739], [1.229377, -3.566702, -2.156153], [0.115401, -5.177473, -0.559629], [-1.216892, -3.589525, 1.254660], [0.450962, 2.444711, -1.042743], [2.017952, 1.728435, -3.163610], [2.002332, -0.806538, -3.173115], [1.394483, 1.745377, 1.908834], [0.938258, 0.899678, 2.622298], [0.454960, -0.347794, 2.123853], [-0.444953, -1.114306, 3.255839], [-0.140325, -2.460154, 3.581107], [-1.797891, -0.949615, 2.568249], [-0.151716, -0.007754, 4.566634], [-0.525530, -0.116790, 5.893164], [-0.049721, 0.865594, 6.751653], [0.781483, 1.885761, 6.289751], [1.162843, 1.962135, 4.955609], [0.685565, 0.995366, 4.089839], [-1.151632, -0.924458, 6.246617], [-0.320403, 0.831737, 7.798009], [1.142670, 2.627393, 6.989273], [1.817453, 2.743309, 4.593733], [2.891819, -2.322338, 0.748925], [4.072799, -3.502408, 0.637425], [4.593220, -4.038001, 1.790978], [5.582325, -4.955806, 1.813184], [6.093331, -5.401611, 0.637502], [5.519392, -4.859778, -0.528991], [4.560390, -3.963982, -0.542633], [4.205994, -3.681346, 2.653938], [5.914248, -5.286688, 2.786985], [6.885621, -6.131495, 0.601609], [5.874349, -5.188008, -1.500468]], "forces_ev_per_angstrom": [[0.093, 0.042, 0.149], [-0.006, -0.006, 0.062], [-0.053, 0.163, -0.060], [0.056, -0.052, -0.027], [0.206, -0.220, -0.016], [0.091, -0.183, -0.079], [0.048, -0.101, 0.068], [-0.230, 0.206, -0.109], [0.013, 0.017, -0.018], [0.017, -0.002, -0.013], [-0.021, 0.010, 0.001], [-0.025, 0.003, 0.011], [-0.004, -0.001, -0.009], [-0.007, 0.004, 0.002], [0.004, 0.066, 0.058], [-0.109, 0.016, -0.095], [-0.001, -0.007, -0.003], [-0.034, 0.016, -0.047], [-0.014, -0.054, -0.056], [0.087, -0.043, 0.124], [-0.018, -0.008, -0.037], [-0.196, 0.015, -0.097], [0.104, 0.041, 0.091], [0.029, -0.020, 0.028], [0.025, 0.010, 0.023], [0.046, 0.004, 0.041], [-0.005, -0.001, -0.004], [0.002, -0.001, 0.012], [-0.047, -0.023, -0.018], [-0.007, -0.002, -0.007], [0.008, -0.003, 0.010], [-0.002, -0.039, 0.033], [0.067, 0.013, -0.018], [-0.138, 0.129, -0.025], [-0.073, -0.061, -0.007], [0.019, 0.020, 0.001], [0.035, -0.009, 0.023], [0.039, 0.007, -0.008], [-0.006, -0.001, -0.011], [0.007, 0.011, 0.003], [-0.006, -0.006, 0.003], [-0.008, -0.002, -0.002], [-0.011, -0.026, -0.011], [0.000, 0.000, 0.000], [0.000, 0.001, 0.000], [-0.001, 0.000, 0.000], [0.000, 0.001, -0.001], [0.043, 0.065, 0.197], [-0.008, 0.019, -0.134], [0.038, 0.037, -0.011], [-0.007, 0.009, 0.004], [0.000, 0.001, -0.008], [0.006, -0.005, 0.000], [-0.048, -0.049, -0.019], [0.001, -0.001, 0.000], [-0.001, -0.001, 0.000], [0.000, 0.001, -0.001], [-0.001, -0.002, 0.002]], "mulliken_charge": [2.20, -1.05, 0.34, -1.45, -0.25, 0.90, -0.29, -0.70, 0.36, 0.37, 0.04, 0.41, 0.44, 0.39, 0.34, 0.08, -0.80, -0.20, 0.10, -0.14, 0.43, -0.20, -0.24, -0.84, -0.02, 0.21, 0.41, 0.55, 0.38, 0.42, 0.19, -0.53, 0.10, -0.07, 1.14, -0.60, -0.77, 0.56, -0.82, -0.61, -0.53, -0.72, 0.41, 0.51, 0.44, 0.44, 0.54, -0.30, 0.11, -0.04, -0.01, -0.70, 0.11, -0.52, 0.22, 0.41, 0.39, 0.42], "charge": 2, "s2": 0.75, "multiplicity": 2, "relative_energy_kj_mol": 152.8}


{"formula": "C21H21MoN5O2S", "method": "ωB97M-V/def2-TZVPD", "symbols": ["N", "C", "C", "H", "H", "H", "N", "C", "C", "H", "H", "H", "N", "C", "C", "H", "H", "H", "Mo", "C", "O", "C", "O", "C", "C", "C", "C", "C", "C", "H", "H", "H", "H", "H", "H", "N", "C", "N", "C", "C", "C", "C", "C", "C", "S", "H", "H", "H", "H", "H", "H"], "coordinates": [[0.496943, 1.636902, -0.425027], [0.554543, 2.792302, -0.443127], [0.627543, 4.257302, -0.464627], [-0.377857, 4.670502, -0.535727], [1.214143, 4.581002, -1.323527], [1.100143, 4.611502, 0.450873], [2.234043, -1.802798, -0.760027], [3.190443, -2.425598, -0.950427], [4.403443, -3.214898, -1.190327], [5.006843, -2.731998, -1.957927], [4.127343, -4.215198, -1.521927], [4.979243, -3.285798, -0.268027], [-1.614157, -1.602998, -0.424127], [-2.648257, -2.121398, -0.442427], [-3.959257, -2.778798, -0.464327], [-3.965857, -3.600398, 0.251173], [-4.156657, -3.166298, -1.463127], [-4.731357, -2.058898, -0.195627], [0.397743, -0.606198, -0.238827], [0.426443, -2.329898, 1.114773], [0.442743, -3.218198, 1.829473], [1.986243, 0.064302, 1.114373], [2.804643, 0.409802, 1.829273], [0.859243, 0.706402, -3.574227], [-0.501757, 0.773902, -3.454627], [-1.229557, -0.348798, -3.456027], [-0.612657, -1.564298, -3.573127], [0.718643, -1.629798, -3.690527], [1.463043, -0.482098, -3.689427], [1.453043, 1.607002, -3.598927], [-0.999857, 1.728402, -3.383227], [-2.304257, -0.283398, -3.385627], [-1.192257, -2.473998, -3.596427], [1.193443, -2.591698, -3.807227], [2.535043, -0.522698, -3.805127], [-2.272657, -1.862098, 2.202373], [-1.762757, -0.541798, 2.341873], [-0.715457, 0.121802, 1.659573], [-0.474557, 1.293302, 2.441773], [0.560643, 2.276402, 2.364373], [0.624743, 3.367402, 3.246973], [-0.321657, 3.528202, 4.251773], [-1.328057, 2.586702, 4.391073], [-1.368357, 1.512802, 3.503873], [-2.442557, 0.306602, 3.612173], [-3.070957, -2.148598, 2.788073], [-1.834957, -2.642098, 1.722773], [1.374943, 2.281902, 1.692073], [1.426643, 4.089502, 3.154373], [-0.260657, 4.367702, 4.932673], [-2.055557, 2.679102, 5.187973]], "forces_ev_per_angstrom": [[-0.455, 0.284, -1.451], [-0.137, -0.299, -0.203], [-0.018, -0.535, 0.026], [-0.092, -0.019, 0.011], [0.065, -0.011, -0.069], [0.032, -0.020, 0.045], [-0.263, 0.141, -0.709], [0.059, -0.022, 0.059], [-0.484, 0.298, 0.106], [0.036, 0.095, -0.057], [-0.080, -0.088, -0.011], [0.026, 0.026, 0.111], [-0.465, 0.199, -1.430], [0.263, 0.270, -0.328], [0.479, 0.248, 0.062], [0.004, -0.098, -0.003], [0.009, -0.047, -0.070], [-0.024, 0.095, 0.002], [0.258, 0.019, 5.063], [0.114, -2.641, 1.275], [0.124, 2.439, -1.782], [2.512, 1.192, 1.616], [-2.225, -1.349, -2.013], [1.539, 1.889, 0.032], [0.802, 3.787, 0.007], [-2.932, -3.435, 0.008], [-3.027, -0.916, 0.256], [0.870, -2.810, -0.273], [2.731, 1.540, -0.132], [0.007, 0.148, -0.043], [-0.027, 0.229, -0.023], [-0.188, -0.078, -0.031], [-0.147, -0.065, -0.048], [0.143, -0.163, -0.081], [0.169, -0.057, -0.079], [0.323, 1.726, 0.092], [0.197, -2.605, -0.859], [-1.129, -1.215, 0.506], [1.595, 1.907, 0.220], [-0.617, 0.344, 0.753], [-0.523, -0.848, -0.310], [-0.229, -0.100, 0.136], [0.360, 0.340, -0.144], [2.029, 2.101, -0.532], [-2.733, -2.489, 0.686], [0.767, 0.481, -0.155], [-0.054, 0.716, 0.396], [0.374, -0.367, -0.537], [0.053, -0.129, -0.044], [-0.032, -0.043, -0.001], [-0.059, -0.064, -0.049]], "mulliken_charge": [-0.09, 0.56, -1.05, 0.34, 0.38, 0.33, -0.20, 0.31, -0.99, 0.35, 0.35, 0.37, -0.12, 0.51, -1.15, 0.37, 0.41, 0.35, 0.08, 0.62, -0.12, 0.70, -0.12, -0.46, -0.26, -0.30, -0.46, -0.32, -0.34, 0.51, 0.52, 0.52, 0.51, 0.52, 0.52, -0.34, 0.28, 0.77, 0.11, -0.36, -1.62, -0.64, -0.80, 0.89, -0.26, 0.26, 0.17, 0.95, 0.50, 0.46, 0.46], "charge": 4, "s2": 2.41, "multiplicity": 3}


{"formula": "C21H21N2O3Pm", "method": "ωB97M-V/def2-TZVPD", "symbols": ["Pm", "C", "O", "C", "C", "C", "C", "C", "C", "N", "N", "C", "C", "O", "C", "C", "C", "C", "C", "C", "C", "C", "H", "H", "H", "H", "H", "H", "H", "H", "H", "H", "H", "H", "H", "C", "C", "C", "O", "C", "H", "H", "H", "H", "H", "H", "H", "H"], "coordinates": [[-2.477110, 0.401567, -0.354200], [-3.293310, 3.320067, -0.661200], [-2.212510, 2.470167, -1.096200], [-0.867810, 2.919867, -0.996000], [-0.463510, 4.243267, -0.989500], [0.893790, 4.548367, -0.968500], [1.847490, 3.541467, -0.981600], [1.464490, 2.213267, -1.008600], [0.106590, 1.882667, -0.995100], [-0.387510, 0.562067, -0.963100], [0.470690, -0.411333, -1.013500], [0.143490, -1.692333, -0.986000], [-1.216110, -2.248233, -0.949000], [-2.282710, -1.506633, -0.908700], [-1.368110, -3.653333, -0.966800], [-0.293410, -4.499033, -0.979900], [1.031190, -4.012533, -1.012400], [2.123190, -4.900133, -1.034600], [3.409590, -4.419333, -1.107200], [3.633690, -3.043533, -1.163400], [2.577990, -2.155433, -1.124000], [1.263290, -2.615433, -1.041200], [-3.035110, 4.378267, -0.721100], [-3.581410, 3.085467, 0.383200], [-4.132410, 3.142967, -1.346600], [-1.175610, 5.052767, -1.016000], [1.194690, 5.585067, -0.963400], [2.894290, 3.798267, -0.970800], [2.198190, 1.422067, -1.046200], [-2.378310, -4.038233, -0.968200], [-0.445110, -5.568833, -0.972700], [1.927490, -5.958533, -0.996800], [4.242490, -5.104333, -1.131600], [4.644890, -2.671733, -1.238900], [2.756690, -1.092633, -1.169500], [-0.137810, -0.154533, 3.129500], [0.135890, 1.222467, 2.527400], [-1.283610, 1.732867, 2.330500], [-2.009710, 0.581467, 1.804000], [-1.364410, -0.623933, 2.342400], [-0.374510, -0.060133, 4.189200], [0.703790, -0.833333, 3.020700], [0.646090, 1.132767, 1.562200], [0.717890, 1.858867, 3.188500], [-1.356610, 2.562567, 1.611600], [-1.734010, 2.021167, 3.289200], [-1.067810, -1.268233, 1.489400], [-2.089310, -1.148033, 2.974700]], "forces_ev_per_angstrom": [[-3.633, 0.897, 1.096], [-0.599, 0.393, -0.020], [0.622, 1.837, -0.663], [1.384, -0.391, -0.230], [-0.321, -0.151, 0.034], [-0.093, -0.143, 0.013], [-0.104, 0.097, 0.003], [-0.476, -0.032, 0.044], [-0.014, 0.780, -0.110], [0.776, -0.823, -0.396], [0.229, 0.563, -0.085], [-1.041, -0.202, 0.014], [1.418, -1.595, -0.373], [0.462, -1.694, -0.866], [-0.397, 0.587, 0.066], [0.161, 0.310, 0.016], [0.306, 0.215, 0.017], [0.161, 0.224, -0.020], [-0.186, -0.260, -0.001], [-0.170, 0.086, 0.022], [0.124, 0.011, -0.010], [0.277, -0.357, -0.003], [0.020, -0.266, 0.032], [0.177, 0.085, -0.349], [0.208, 0.032, 0.234], [-0.062, 0.062, -0.025], [0.010, 0.043, 0.008], [0.119, 0.007, -0.045], [-0.015, -0.036, 0.057], [-0.033, -0.006, 0.017], [-0.089, -0.097, -0.018], [0.014, -0.207, -0.018], [0.067, -0.053, 0.002], [0.048, 0.043, 0.000], [0.087, -0.007, 0.005], [-0.122, 0.150, -0.184], [-0.272, -0.081, -0.094], [0.498, 0.745, 0.362], [0.523, 0.073, 1.062], [0.253, -0.931, 0.400], [-0.018, -0.066, -0.033], [-0.041, -0.083, -0.008], [-0.009, 0.097, 0.154], [-0.002, 0.074, -0.035], [-0.104, -0.250, 0.175], [-0.033, -0.037, -0.312], [-0.196, 0.261, 0.359], [0.086, 0.096, -0.295]], "mulliken_charge": [1.58, -0.74, -0.39, 1.03, -0.87, -0.83, -0.92, -0.05, 0.21, 0.12, -0.39, 0.34, 0.80, -0.78, -0.86, -0.75, 0.72, -0.97, -0.57, -0.83, -0.26, 0.69, 0.33, 0.38, 0.28, 0.29, 0.44, 0.46, 0.43, 0.47, 0.46, 0.45, 0.43, 0.44, 0.48, -0.81, -0.16, -0.36, -0.47, 0.12, 0.32, 0.40, -0.04, 0.48, 0.20, 0.43, -0.09, 0.37], "charge": 2, "s2": 6.00, "multiplicity": 5}


Number 1: E_tot -47284.3639 eV. Number 2: E_tot -69328.7439 eV. Number 3: E_tot -46307.8505 eV. Number 4: E_tot -47780.2096 eV.